# 1
54
Properties=species:S:1:pos:R:3:lowdin_charge:R:1 method="wB97M-V/def2-TZVPD" e_tot_ev=-63357.239 charge=+2 orbital_gap_ev="7.20 / 2.54" spin_multiplicity=4 s2=3.8134 e_homo_ev="-12.55 / -13.82"
O 4.06243 5.16773 1.15984 0.203
C 4.01082 4.02768 0.92226 -0.045
Cr 3.78758 2.13134 0.83132 0.247
C 2.31857 2.46807 1.95764 -0.093
O 1.46557 2.78379 2.68857 0.180
C 4.78270 2.16679 2.47091 -0.039
O 5.26785 2.34084 3.51922 0.198
C 5.22829 1.49326 -0.68352 -0.072
C 4.19189 2.20543 -1.29667 -0.087
C 2.86187 1.83599 -1.06733 -0.074
C 2.54327 0.69291 -0.29565 -0.251
C 1.15712 0.32484 -0.03904 0.064
C -0.01322 0.29118 0.35944 -0.027
C -1.30020 0.16461 0.78873 -0.042
C -2.22304 1.25103 0.70045 -0.246
C -3.51661 1.13772 1.26783 -0.025
C -4.44059 2.16894 1.15628 -0.050
C -4.08666 3.34468 0.47233 -0.042
C -2.80041 3.49900 -0.06040 -0.052
C -1.87053 2.47029 0.06529 -0.016
C 3.59996 0.06290 0.40289 -0.083
C 4.93466 0.42781 0.17667 -0.091
H 6.26631 1.79853 -0.84948 0.156
H 4.39346 3.05773 -1.94993 0.155
H 2.04233 2.41113 -1.51093 0.156
H -1.64612 -0.74154 1.28990 0.109
H -3.74565 0.21559 1.80270 0.114
H -5.43310 2.05690 1.59761 0.118
H -4.80923 4.15160 0.36792 0.118
H -2.51182 4.41848 -0.57489 0.117
H -0.85426 2.57672 -0.31023 0.106
H 3.34990 -0.74045 1.10271 0.154
H 5.72900 -0.12490 0.68296 0.154
C -2.26267 -5.03028 1.72904 0.045
O -2.36857 -4.31457 0.49895 0.096
C -1.11209 -3.80306 0.08674 -0.087
C -1.35193 -3.18697 -1.28224 -0.344
C -0.24853 -2.31734 -1.90684 -0.110
C -1.03832 -1.27659 -2.73607 -0.123
C -2.44414 -1.21812 -2.08145 -0.184
N -2.45358 -2.30531 -1.16322 -0.034
H -3.20488 -5.56939 1.86715 0.128
H -1.42838 -5.76136 1.73795 0.145
H -2.10895 -4.33585 2.57508 0.153
H -0.76246 -2.99786 0.76807 0.176
H -0.35817 -4.61159 -0.01198 0.183
H -1.58275 -4.03525 -1.96891 0.163
H 0.31795 -1.78418 -1.12937 0.079
H 0.44667 -2.91191 -2.50369 0.122
H -0.54615 -0.29757 -2.75205 0.107
H -1.14330 -1.61998 -3.77368 0.117
H -2.59507 -0.24124 -1.58591 0.101
H -3.22063 -1.34187 -2.86116 0.126
H -3.27618 -2.57635 -0.65180 0.130

---

# 2
53
Properties=species:S:1:pos:R:3:lowdin_charge:R:1 method="wB97M-V/def2-TZVPD" de_lowest_ev=0.000 e_tot_ev=-43189.913 orbital_gap_ev=8.92 e_homo_ev=-8.51
C -0.13991 4.73678 -2.03014 -0.110
C 0.13532 3.26463 -2.31408 -0.239
C 1.54165 2.83727 -1.88474 -0.186
N 1.73044 2.90486 -0.45379 0.074
C 1.66308 1.81411 0.33616 -0.404
O 1.46757 0.69739 -0.14007 0.030
C 1.82827 2.05906 1.79247 -0.066
C 2.56017 3.15161 2.25554 -0.041
C 2.68896 3.40793 3.60580 -0.087
C 2.07338 2.57038 4.52395 -0.066
C 1.36611 1.46652 4.09630 0.004
C 1.25029 1.18066 2.73498 -0.144
N 0.58904 0.05505 2.27658 0.150
C -0.23291 -0.80056 2.95351 -0.408
O -0.54157 -0.69346 4.12311 0.080
C -0.76935 -1.88208 2.07679 -0.132
C -0.00949 -2.47789 1.07533 -0.016
C -0.57217 -3.44476 0.26413 -0.044
C -1.90126 -3.82424 0.42612 -0.315
C -2.54350 -4.74375 -0.54975 -0.392
S -3.44387 -3.75608 -1.83114 0.915
C -2.04829 -2.82594 -2.44853 -0.554
C -1.32456 -3.31495 -3.52350 -0.109
C -0.20556 -2.62779 -3.95998 -0.085
C 0.19018 -1.46664 -3.31643 -0.079
C -0.54281 -0.97671 -2.24872 -0.073
C -1.67235 -1.65065 -1.81767 -0.109
C -2.64636 -3.25119 1.45239 -0.032
C -2.08130 -2.30261 2.27969 -0.004
H -1.11798 5.01637 -2.41323 0.071
H -0.12928 4.93893 -0.96113 0.065
H 0.60722 5.36532 -2.51087 0.073
H 0.03412 3.07427 -3.38376 0.109
H -0.59843 2.64629 -1.79358 0.107
H 1.71635 1.79848 -2.17435 0.111
H 2.28959 3.47385 -2.36717 0.124
H 1.77274 3.81895 -0.03534 0.125
H 3.06919 3.79537 1.55202 0.110
H 3.26684 4.25561 3.94119 0.101
H 2.15992 2.77113 5.58111 0.107
H 0.89887 0.80433 4.80577 0.102
H 0.72008 -0.10059 1.27442 0.096
H 1.02254 -2.19778 0.92510 0.122
H 0.02313 -3.90105 -0.51404 0.124
H -3.31850 -5.36001 -0.09787 0.077
H -1.82027 -5.36844 -1.07280 0.082
H -1.63778 -4.22815 -4.00737 0.102
H 0.36287 -3.00635 -4.79697 0.102
H 1.07515 -0.94301 -3.64641 0.101
H -0.21911 -0.08539 -1.73464 0.079
H -2.25732 -1.27593 -0.99118 0.113
H -3.67747 -3.54402 1.58708 0.117
H -2.65171 -1.85510 3.07968 0.119

---

# 3
55
Properties=species:S:1:pos:R:3:lowdin_charge:R:1 method="wB97M-V/def2-TZVPD" de_lowest_ev=1.813 e_tot_ev=-47283.004 orbital_gap_ev=9.09 e_homo_ev=-8.51
C 4.18523 -1.41837 -3.41652 -0.057
O 2.93064 -1.83859 -3.92130 -0.050
C 1.75825 -1.45329 -3.40191 -0.239
C 0.65488 -1.83504 -4.19254 0.026
C -0.63202 -1.49222 -3.86559 0.010
C -0.87723 -0.71565 -2.73299 -0.122
C -2.27139 -0.34479 -2.34933 -0.466
O -3.22244 -1.07694 -2.53242 0.074
N -2.37554 0.88352 -1.78562 0.074
C -3.54457 1.30829 -1.04486 -0.122
C -3.24484 1.30928 0.43342 -0.215
C -3.34341 2.46674 1.19228 -0.050
C -3.03500 2.44707 2.54242 -0.087
C -2.62026 1.27093 3.14253 -0.098
C -2.51138 0.11272 2.38994 -0.076
C -2.81795 0.13387 1.04235 -0.026
C 0.19465 -0.37739 -1.92398 -0.020
C 1.49590 -0.75017 -2.22194 -0.157
S 2.71831 -0.23369 -0.99251 0.711
O 3.39741 0.92250 -1.50756 -0.278
O 3.51844 -1.34886 -0.58133 -0.267
N 1.79890 0.30959 0.30218 -0.176
C 1.90100 1.72867 0.59476 -0.181
C 0.85707 2.14782 1.61850 -0.153
C 1.06892 1.32904 2.88609 -0.133
C 0.96682 -0.13077 2.54577 -0.164
C 0.49641 -1.04478 3.47517 -0.060
C 0.34883 -2.38296 3.15838 -0.094
C 0.65012 -2.81108 1.87750 -0.068
C 1.11786 -1.91612 0.93383 -0.023
C 1.31001 -0.57664 1.26363 -0.197
H 4.89892 -1.66999 -4.20043 0.101
H 4.20450 -0.34477 -3.22510 0.082
H 4.44227 -1.94627 -2.49723 0.083
H 0.87157 -2.40918 -5.07942 0.126
H -1.46346 -1.80223 -4.47921 0.126
H -1.54103 1.43526 -1.66555 0.136
H -3.85478 2.30267 -1.37952 0.123
H -4.33411 0.58805 -1.27872 0.130
H -3.67065 3.38618 0.72761 0.108
H -3.11952 3.35264 3.12505 0.102
H -2.38705 1.25478 4.19687 0.103
H -2.18561 -0.80699 2.85069 0.097
H -2.73436 -0.76869 0.45426 0.120
H 0.02741 0.15530 -1.00141 0.108
H 1.77642 2.26227 -0.35054 0.120
H 2.90537 1.95765 0.97082 0.133
H -0.14829 1.96116 1.23304 0.108
H 0.95807 3.21484 1.81808 0.121
H 2.05550 1.54911 3.30457 0.127
H 0.32096 1.58636 3.63778 0.107
H 0.24304 -0.69252 4.46511 0.116
H -0.01116 -3.08094 3.89881 0.102
H 0.51802 -3.84691 1.60483 0.106
H 1.35437 -2.26046 -0.05876 0.098

---

# 4
56
Properties=species:S:1:pos:R:3:lowdin_charge:R:1 method="wB97M-V/def2-TZVPD" de_lowest_ev=0.237 e_tot_ev=-46444.294 charge=+1 orbital_gap_ev=7.40 e_homo_ev=-9.83
Sr -0.12694 0.07509 0.31339 1.301
C 3.12235 1.53425 0.48460 -0.170
C 3.27906 0.04579 0.11767 -0.113
C 3.05929 -0.88148 1.29143 -0.290
C 4.14782 -1.41098 1.97141 -0.007
C 3.93081 -2.24763 3.05247 -0.034
C 2.62746 -2.53559 3.42328 -0.041
C 1.59890 -1.96450 2.70092 -0.111
N 1.79776 -1.14481 1.66048 0.000
N 1.75089 2.06032 0.29608 -0.224
C 1.46696 3.08610 1.31109 -0.122
C 0.00203 3.41791 1.48927 -0.273
C -0.37992 4.70592 1.83117 -0.012
C -1.71085 4.95862 2.11652 -0.037
C -2.62145 3.91681 2.04089 -0.038
C -2.16096 2.66670 1.66903 -0.109
N -0.87434 2.41181 1.40541 0.031
C 1.66607 2.62819 -1.06545 -0.126
C 0.26022 2.88432 -1.55377 -0.287
C -0.16240 4.14973 -1.92056 -0.009
C -1.44178 4.30291 -2.43642 -0.033
C -2.24614 3.18536 -2.57801 -0.035
C -1.74607 1.95636 -2.17782 -0.113
N -0.52401 1.80546 -1.66580 0.015
H 3.83622 2.12302 -0.10166 0.129
H 3.41211 1.66057 1.52740 0.126
H 4.29515 -0.09908 -0.24865 0.122
H 2.62233 -0.24037 -0.71198 0.113
H 5.15209 -1.17773 1.64385 0.122
H 4.76533 -2.67593 3.59153 0.119
H 2.40899 -3.19420 4.25146 0.115
H 0.56538 -2.17118 2.95492 0.119
H 2.02425 4.01093 1.11144 0.136
H 1.82135 2.70758 2.27250 0.135
H 0.35849 5.49563 1.87940 0.121
H -2.03250 5.95344 2.39520 0.118
H -3.66896 4.06757 2.25930 0.113
H -2.83178 1.81798 1.58796 0.107
H 2.11765 1.90666 -1.75055 0.135
H 2.25630 3.55085 -1.13366 0.133
H 0.49845 4.99940 -1.80937 0.121
H -1.79987 5.28018 -2.73230 0.117
H -3.24136 3.25744 -2.99274 0.114
H -2.33558 1.04997 -2.26838 0.106
O -2.17535 -0.77090 1.16686 -0.387
N -3.08747 -1.54672 0.59088 -0.231
C -4.26040 -1.70178 1.25140 -0.031
C -5.26402 -2.48331 0.76168 -0.057
C -5.05992 -3.14082 -0.45710 -0.062
C -3.87079 -2.97412 -1.11347 -0.094
C -2.83999 -2.15829 -0.60278 -0.698
S -1.35712 -1.94637 -1.44637 0.517
H -4.31422 -1.16672 2.18664 0.133
H -6.18141 -2.58237 1.32210 0.110
H -5.83066 -3.77412 -0.87475 0.113
H -3.67197 -3.46355 -2.05553 0.104